# 1
Formula: C4H6CuFO4
Source: OMol25
Level of theory: ωB97M-V/def2-TZVPD

```
16
Properties=species:S:1:pos:R:3:forces:R:3
C -1.4508 1.3623 -1.8593 0.4322 0.1928 0.0463
O -1.7901 0.5854 -0.7226 0.8344 -0.7685 1.0325
H -1.1334 0.7266 -2.7010 -0.0949 0.1567 0.1782
H -2.3498 1.9199 -2.1511 0.2506 -0.1882 0.1084
H -0.6483 2.0804 -1.6268 -0.2641 -0.1239 -0.1077
C 1.6462 -1.0015 1.5474 -1.5747 -0.3730 -1.1189
O 0.6701 -0.9404 2.3433 0.6133 -0.2684 0.5887
C -0.7563 0.2489 0.2455 -1.7213 1.4932 -1.5881
C 0.4772 -0.3475 -0.4155 -0.1529 0.1941 0.6052
O 1.6081 -0.2266 0.4321 0.8182 0.0617 -0.2854
O 2.5811 -1.8234 1.6144 0.7516 -0.1408 0.9444
F -0.3916 1.4457 0.8791 -0.2445 -1.0105 -0.2441
H -1.2996 -0.4285 0.9136 0.5290 0.4566 0.1647
H 0.2810 -1.4015 -0.6478 0.0337 0.1467 -0.0922
H 0.7338 0.2014 -1.3291 -0.0747 -0.1760 0.3026
Cu 1.8222 -2.4011 3.4779 -0.1359 0.3474 -0.5347
```
Positions in Å, forces in eV/Å.

ΔE to the lowest compared entry with this formula, charge and spin (eV): 0.6725
Kohn-Sham gap (eV): 8.0
HOMO level (Ha): -0.3452

***

# 2
Formula: C15H16FNO4S
Source: OMol25
Level of theory: ωB97M-V/def2-TZVPD

```
38
Properties=species:S:1:pos:R:3:forces:R:3
C 0.9325 -4.7513 1.5368 -0.2590 -0.2945 0.3366
C 1.6732 -3.4814 1.1718 0.3696 0.2143 0.0596
O 1.0750 -2.2429 1.6982 -0.2056 0.5687 0.2517
C 1.8163 -1.0984 1.7526 1.5951 -0.2705 -1.1727
C 0.9776 0.1510 2.1359 -0.3670 -0.5352 -0.1553
S 1.5816 1.9307 2.4932 -0.2545 0.1417 0.3052
C -0.0339 2.7664 2.0609 -0.0774 -0.6670 -0.0918
C -0.6243 2.9174 0.7887 -0.1278 0.2947 -0.1264
C -1.9519 3.3581 0.6894 -0.0699 0.1233 0.3948
C -2.6936 3.6711 1.8431 0.3073 0.0215 0.2651
C -2.0995 3.5118 3.0987 -0.0399 0.0500 -0.3819
C -0.7975 3.0232 3.1906 -0.0487 0.1112 0.2965
O 1.6278 1.9500 3.9437 0.4631 0.0049 -0.8337
O 2.6893 2.4301 1.7029 -1.2683 -0.7975 0.4551
O 2.9624 -1.0100 1.3768 -0.8928 -0.2290 0.5913
H 1.4591 -5.5381 0.9865 -0.0763 0.0091 0.0647
H 0.9562 -5.0423 2.5852 0.2404 0.3058 0.1668
H -0.1167 -4.8193 1.2495 0.0479 0.4239 -0.2817
H 2.6867 -3.5332 1.5714 0.0038 0.0669 -0.1806
H 1.7208 -3.4950 0.0720 0.0148 0.8063 0.3432
H 0.3340 -0.1075 2.9799 0.0323 0.3697 0.1250
H -0.1086 2.7070 -0.1494 0.1378 -0.0643 0.4809
H -2.4499 3.4629 -0.2852 0.4975 -0.0819 0.4198
H -3.7223 4.0489 1.7736 0.5060 -0.2553 -0.0745
H -2.6159 3.7460 4.0313 -0.0392 -0.0708 -0.4140
H -0.3797 2.8252 4.1721 0.0188 0.1216 -0.1718
F 0.1961 0.3513 1.0337 -0.5157 -0.3629 -0.6914
N -0.9671 -1.2754 -3.1307 1.4294 0.7662 1.5817
C -1.1883 0.0054 -3.4262 0.0241 0.0443 -1.8196
C -0.9509 0.4883 -4.7594 -0.0102 -0.4146 1.2395
C -0.3625 -0.3933 -5.6766 0.1856 -0.3063 0.4607
C 0.1922 -1.5995 -5.1979 -0.0911 0.0511 0.9697
C -0.0879 -1.9701 -3.8523 -0.4412 0.3273 -1.4312
H -1.5117 0.6411 -2.5780 -0.3232 -0.3850 -0.8945
H -1.1872 1.5238 -5.0273 0.0039 -0.4996 0.0576
H -0.2726 -0.1325 -6.7372 0.1059 0.0156 0.5061
H 0.8573 -2.2139 -5.8146 -0.3900 0.2685 0.1939
H 0.3839 -2.8056 -3.3037 -0.4855 0.1276 -0.8445
```
Positions in Å, forces in eV/Å.

ΔE to the lowest compared entry with this formula, charge and spin (eV): 1.7898
Kohn-Sham gap (eV): 9.9
SMILES: CCOC(=O)[C@H](F)S(=O)(=O)c1ccccc1.c1ccncc1
HOMO level (Ha): -0.3496